ORCA calculation (ωB97M-V/def2-TZVPD) on 9 unconnected molecules or ions with the total composition C43H78Cl16F7N2O2 in a non-equilibrium geometry.

Properties
E_tot (eV): -272309.9220
LUMO (Eh): -0.073
Kohn-Sham gap (eV): 10.049
Charge: +1

Last column: Löwdin charge in e.
Cartesian coordinates (Å):
C: -0.854 3.275 1.640  -0.15
C: -2.315 2.961 1.252  -0.22
C: -2.699 1.482 1.477  -0.21
C: -3.559 0.905 0.356  -0.21
C: -3.723 -0.618 0.410  -0.20
C: -2.384 -1.338 0.523  -0.22
C: -2.404 -2.783 0.036  -0.17
C: -2.507 -2.953 -1.475  -0.12
C: -1.227 -2.512 -2.174  -0.21
C: 0.056 -3.325 -1.973  -0.05
C: 1.031 -2.626 -2.943  -0.26
C: 1.734 -1.354 -2.398  -0.09
C: 1.448 -1.009 -0.950  -0.21
N: 1.906 -1.731 -0.013  0.15
C: 2.122 -3.660 -3.293  -0.28
F: 2.964 -3.096 -4.261  0.00
C: 2.965 -4.130 -2.130  -0.18
C: 4.171 -4.943 -2.639  -0.07
C: 0.063 -2.540 -4.160  -0.10
C: 0.447 -2.024 -5.556  -0.29
C: 1.376 -0.839 -5.653  -0.03
F: 1.014 -3.116 -6.216  0.01
N: -1.324 -2.211 -3.649  -0.10
C: -1.783 -0.793 -3.909  -0.06
C: -1.174 0.336 -3.073  -0.12
C: -0.740 1.545 -3.930  -0.05
C: -0.905 2.877 -3.228  -0.44
F: -0.695 3.864 -4.147  0.12
F: -2.145 3.051 -2.720  0.14
C: 0.132 3.142 -2.119  -0.57
F: 0.032 2.227 -1.154  0.17
F: -0.036 4.341 -1.597  0.19
F: 1.363 3.069 -2.632  0.17
C: -2.343 -3.053 -4.386  -0.07
C: -2.117 -4.564 -4.291  -0.05
C: -1.605 -5.205 -5.560  -0.52
O: -0.691 -5.981 -5.590  0.15
O: -2.315 -4.839 -6.656  0.11
H: -0.389 3.876 0.865  0.00
H: -0.266 2.369 1.769  0.03
H: -0.779 3.846 2.562  0.05
H: -2.964 3.596 1.853  0.11
H: -2.463 3.232 0.205  0.09
H: -3.251 1.421 2.418  0.10
H: -1.774 0.925 1.620  0.08
H: -3.146 1.221 -0.610  0.09
H: -4.543 1.377 0.423  0.12
H: -4.344 -0.834 1.279  0.06
H: -4.284 -0.913 -0.482  0.11
H: -1.611 -0.729 0.039  0.10
H: -2.113 -1.363 1.575  0.05
H: -3.285 -3.262 0.469  0.13
H: -1.542 -3.338 0.410  0.10
H: -2.755 -3.994 -1.701  0.12
H: -3.337 -2.358 -1.869  0.11
H: -0.981 -1.606 -1.620  0.11
H: 0.333 -3.259 -0.926  0.11
H: -0.044 -4.388 -2.195  0.13
H: 2.814 -1.460 -2.471  0.12
H: 1.497 -0.478 -3.001  0.09
H: 0.829 -0.133 -0.730  0.10
H: 1.636 -1.387 0.908  0.03
H: 1.665 -4.544 -3.754  0.16
H: 3.368 -3.290 -1.566  0.10
H: 2.383 -4.719 -1.423  0.05
H: 3.976 -5.423 -3.596  0.08
H: 5.012 -4.271 -2.804  0.08
H: 4.493 -5.659 -1.888  0.03
H: 0.023 -3.607 -4.378  0.12
H: -0.460 -1.802 -6.128  0.14
H: 1.778 -0.822 -6.667  0.10
H: 0.810 0.084 -5.555  0.07
H: 2.226 -0.876 -4.980  -0.02
H: -2.861 -0.767 -3.764  0.14
H: -1.637 -0.580 -4.966  0.12
H: -0.345 0.038 -2.448  0.07
H: -1.933 0.693 -2.376  0.11
H: -1.269 1.600 -4.879  0.14
H: 0.332 1.460 -4.101  0.11
H: -3.331 -2.826 -4.004  0.13
H: -2.277 -2.747 -5.427  0.13
H: -3.049 -5.067 -4.030  0.15
H: -1.398 -4.842 -3.530  0.11
H: -1.699 -4.779 -7.402  0.14
Cl: -5.916 0.199 3.349  0.58
C: -6.560 -1.245 4.172  -0.65
C: -5.533 -1.861 5.084  -0.65
Cl: -4.174 -2.570 4.163  0.55
H: -6.881 -1.948 3.408  0.07
H: -7.430 -0.931 4.745  0.08
H: -5.986 -2.667 5.658  0.08
H: -5.120 -1.129 5.772  0.07
Cl: 1.545 -6.591 0.207  0.54
C: 2.704 -7.906 -0.137  -0.63
C: 3.769 -7.988 0.925  -0.65
Cl: 4.849 -6.571 0.893  0.56
H: 3.132 -7.726 -1.120  0.06
H: 2.138 -8.835 -0.169  0.08
H: 4.385 -8.869 0.755  0.08
H: 3.333 -8.050 1.918  0.07
Cl: -0.061 -1.823 3.193  0.56
C: -0.398 -3.546 3.512  -0.64
C: 0.813 -4.287 4.010  -0.64
Cl: 2.047 -4.440 2.734  0.53
H: -0.768 -3.991 2.591  0.05
H: -1.192 -3.575 4.257  0.06
H: 0.522 -5.294 4.301  0.08
H: 1.266 -3.793 4.866  0.07
Cl: -0.026 -0.925 6.853  0.53
C: 0.305 0.819 7.047  -0.65
C: -0.463 1.657 6.061  -0.64
Cl: 0.105 1.434 4.383  0.57
H: 1.376 0.968 6.945  0.07
H: 0.008 1.088 8.059  0.08
H: -0.333 2.712 6.295  0.03
H: -1.525 1.425 6.083  0.07
Cl: -1.440 7.739 2.356  0.54
C: -0.041 8.310 1.411  -0.67
C: 0.554 7.213 0.569  -0.63
Cl: 1.334 5.958 1.570  0.59
H: 0.685 8.714 2.112  0.00
H: -0.395 9.111 0.764  0.08
H: 1.322 7.624 -0.084  0.08
H: -0.202 6.727 -0.043  0.06
Cl: 2.002 8.933 4.360  0.58
C: 3.215 7.632 4.174  -0.66
C: 4.221 7.633 5.295  -0.66
Cl: 5.283 9.061 5.241  0.55
H: 3.692 7.762 3.207  0.07
H: 2.670 6.690 4.166  0.04
H: 4.857 6.754 5.208  0.08
H: 3.734 7.614 6.268  0.05
Cl: 4.400 0.201 -4.950  0.62
C: 4.882 1.843 -4.431  -0.63
C: 4.145 2.913 -5.193  -0.67
Cl: 4.616 2.966 -6.908  0.56
H: 5.957 1.927 -4.562  0.07
H: 4.652 1.924 -3.370  0.07
H: 4.375 3.887 -4.764  0.08
H: 3.069 2.759 -5.149  0.05
Cl: -1.486 5.145 7.330  0.55
C: -0.700 6.707 7.684  -0.65
C: 0.712 6.770 7.167  -0.68
Cl: 1.807 5.664 8.042  0.54
H: -0.737 6.855 8.760  0.07
H: -1.296 7.481 7.205  0.08
H: 1.103 7.777 7.297  0.07
H: 0.758 6.515 6.111  0.05


ORCA calculation (ωB97M-V/def2-TZVPD) on a single C3H6N2O molecule.

Properties
E_tot (eV): -8235.6723
Energy relative to the best compared isomer or geometry (same formula, charge and spin) (kcal per mole): 23.7
LUMO (Eh): 0.032
Kohn-Sham gap (eV): 10.815
Charge: 0
SMILES: C/N=C\NC=O

Last column: natural (NBO) charge in e.
Cartesian coordinates (Å):
C: 0.665 0.277 1.850  -0.46
N: -0.685 -0.022 1.408  -0.44
C: -0.907 -0.184 0.173  0.27
N: 0.014 -0.103 -0.873  -0.65
C: -0.318 -0.194 -2.203  0.54
O: 0.479 -0.074 -3.102  -0.57
H: 0.619 0.684 2.866  0.22
H: 1.255 -0.651 1.888  0.20
H: 1.197 1.006 1.214  0.17
H: -1.920 -0.425 -0.161  0.18
H: 0.993 0.079 -0.695  0.41
H: -1.392 -0.393 -2.365  0.11


ORCA calculation (ωB97M-V/def2-TZVPD) on a molecular structure, C23H46BeNO20 in a non-equilibrium geometry.

Properties
E_tot (eV): -67414.1915
Energy relative to the best compared isomer or geometry (same formula, charge and spin) (kcal per mole): 233.0
LUMO (Eh): -0.367
Kohn-Sham gap (eV): 1.523
Charge: +1

Last column: Löwdin charge in e.
Cartesian coordinates (Å):
Be: 4.400 -5.803 20.098  0.72
N: 1.365 -9.919 20.115  -0.59
O: 1.698 -9.364 21.127  0.20
O: 1.828 -9.536 19.011  0.19
O: 0.433 -10.678 20.115  0.23
C: 6.157 -17.131 20.920  -0.17
C: 5.690 -16.016 19.993  -0.18
C: 4.149 -16.112 20.133  -0.16
O: 3.975 -17.548 20.038  -0.13
C: 5.071 -18.230 20.690  -0.16
H: 6.065 -16.693 21.914  0.10
H: 7.180 -17.494 20.825  0.11
H: 6.050 -16.222 18.985  0.11
H: 6.173 -15.085 20.291  0.11
H: 3.758 -15.643 19.230  0.12
H: 3.683 -15.730 21.041  0.12
H: 5.571 -18.993 20.094  0.12
H: 4.725 -18.664 21.628  0.12
C: -0.361 -15.188 26.667  -0.18
C: 0.586 -16.373 26.812  -0.17
C: 1.805 -15.729 27.544  -0.18
O: 1.846 -14.494 26.866  -0.13
C: 0.619 -14.124 26.137  -0.14
H: -0.800 -14.924 27.629  0.11
H: -1.194 -15.315 25.976  0.11
H: 0.812 -16.756 25.817  0.12
H: 0.156 -17.084 27.518  0.11
H: 2.630 -16.423 27.383  0.12
H: 1.596 -15.621 28.608  0.12
H: 0.721 -14.262 25.060  0.12
H: 0.307 -13.113 26.401  0.12
C: -3.133 -10.608 9.361  -0.05
O: -2.206 -10.665 10.433  -0.03
C: -2.469 -11.385 11.569  -0.49
O: -3.453 -12.119 11.747  0.10
O: -1.399 -11.248 12.431  -0.02
C: -1.503 -11.792 13.732  -0.07
H: -3.220 -11.621 8.969  0.09
H: -2.647 -9.990 8.606  0.10
H: -4.149 -10.285 9.589  0.10
H: -0.563 -11.891 14.274  0.09
H: -1.826 -12.827 13.835  0.09
H: -2.214 -11.160 14.265  0.10
C: 3.760 -1.308 25.247  -0.08
O: 3.040 -2.239 25.970  -0.02
C: 2.344 -3.306 25.405  -0.44
O: 2.260 -3.627 24.187  0.05
O: 1.911 -4.094 26.434  -0.01
C: 1.367 -5.382 26.200  -0.05
H: 3.193 -1.207 24.321  0.09
H: 4.764 -1.534 24.889  0.10
H: 3.715 -0.311 25.686  0.10
H: 2.041 -6.235 26.275  0.09
H: 0.908 -5.430 25.213  0.09
H: 0.593 -5.556 26.948  0.10
C: -7.345 -15.854 15.125  0.00
O: -6.541 -16.421 16.241  -0.04
C: -5.829 -15.596 17.097  -0.48
O: -5.896 -14.356 17.142  0.09
O: -5.009 -16.430 17.860  -0.03
C: -3.968 -15.816 18.602  -0.07
H: -6.679 -15.244 14.514  0.09
H: -8.161 -15.280 15.562  0.09
H: -7.824 -16.619 14.514  0.09
H: -3.698 -16.469 19.432  0.09
H: -4.359 -14.959 19.151  0.09
H: -3.057 -15.535 18.073  0.09
C: 3.014 -5.741 13.244  -0.05
O: 3.693 -4.511 13.238  0.00
C: 4.671 -4.281 14.125  -0.53
O: 5.016 -5.021 15.061  0.07
O: 5.353 -3.160 13.771  -0.01
C: 6.388 -2.550 14.487  -0.06
H: 2.543 -5.963 14.202  0.09
H: 3.791 -6.504 13.207  0.09
H: 2.355 -5.863 12.384  0.10
H: 7.039 -2.164 13.702  0.10
H: 6.890 -3.307 15.089  0.09
H: 6.164 -1.739 15.179  0.09
C: 10.427 -9.754 19.010  -0.01
O: 9.835 -10.158 17.756  0.01
C: 8.524 -10.104 17.645  -0.54
O: 7.727 -9.548 18.415  0.08
O: 8.176 -10.832 16.523  -0.01
C: 6.872 -10.957 16.047  -0.08
H: 10.105 -8.759 19.317  0.10
H: 11.504 -9.844 18.871  0.10
H: 10.188 -10.503 19.765  0.10
H: 6.703 -11.481 15.106  0.10
H: 6.445 -9.978 15.833  0.09
H: 6.212 -11.432 16.773  0.09


ORCA calculation (ωB97M-V/def2-TZVPD) on a molecular structure, C24H18FeN16O4S in a non-equilibrium geometry.

Properties
E_tot (eV): -102437.3090
2S+1: 2
Energy relative to the best compared isomer or geometry (same formula, charge and spin) (kcal per mole): 16.9
LUMO (alpha / beta) (Eh): 0.080 / 0.076
Kohn-Sham gap (alpha / beta) (eV): 7.966 / 7.820
Charge: -1

Last column: Mulliken spin population.
Cartesian coordinates (Å):
Fe: -1.244 -0.315 0.150  0.99
O: -3.147 -2.537 -2.671  0.00
C: -2.712 -1.729 -1.877  -0.01
N: -1.844 -1.876 -0.847  -0.03
C: -1.370 -3.106 -0.450  0.00
O: -1.359 -4.153 -1.049  0.00
C: -0.892 -3.008 0.992  0.01
C: -0.560 -4.127 1.720  0.00
C: -0.256 -3.962 3.064  0.00
C: -0.296 -2.695 3.615  0.00
C: -0.608 -1.617 2.804  0.01
N: -0.909 -1.782 1.523  0.00
C: -3.231 -0.284 -1.924  0.00
C: -4.231 0.096 -2.798  0.00
C: -4.658 1.415 -2.761  0.00
C: -4.071 2.295 -1.864  0.00
C: -3.073 1.834 -1.021  0.01
N: -2.677 0.566 -1.063  -0.01
H: -0.555 -5.086 1.224  0.00
H: 0.013 -4.815 3.673  0.00
H: -0.063 -2.523 4.656  0.00
H: -0.617 -0.604 3.182  0.00
H: -4.639 -0.647 -3.469  0.00
H: -5.444 1.753 -3.425  0.00
H: -4.378 3.330 -1.806  0.00
H: -2.575 2.470 -0.301  0.00
N: -2.053 1.515 2.922  0.00
C: -1.014 1.978 2.135  0.00
N: -0.314 3.063 2.398  0.00
N: 0.564 3.130 1.362  0.00
N: 0.393 2.153 0.551  0.00
N: -0.622 1.374 1.020  -0.02
C: -2.959 0.598 2.434  -0.01
N: -4.115 0.318 3.005  0.00
N: -4.656 -0.631 2.203  0.00
N: -3.875 -0.901 1.221  0.01
N: -2.770 -0.126 1.338  -0.02
H: -2.342 2.089 3.693  0.00
N: 6.377 2.890 0.207  0.00
C: 5.412 1.877 0.245  0.00
C: 4.300 1.995 1.078  0.00
C: 3.361 0.984 1.137  0.00
C: 3.519 -0.153 0.355  0.00
C: 4.620 -0.281 -0.476  0.00
C: 5.570 0.724 -0.523  0.00
S: 2.292 -1.413 0.413  0.01
O: 2.772 -2.523 -0.367  0.00
O: 1.994 -1.636 1.806  0.00
N: 0.964 -0.736 -0.228  0.01
C: 1.015 -0.241 -1.478  0.01
N: -0.175 0.305 -1.794  0.03
C: -0.327 0.840 -2.990  0.01
C: 0.707 0.865 -3.908  0.00
C: 1.900 0.292 -3.485  0.00
N: 2.077 -0.262 -2.297  0.00
H: 6.035 3.799 0.475  0.00
H: 6.901 2.931 -0.653  0.00
H: 4.158 2.894 1.667  0.00
H: 2.491 1.091 1.769  0.00
H: 4.708 -1.165 -1.092  0.00
H: 6.434 0.625 -1.171  0.00
H: -1.301 1.266 -3.214  0.00
H: 0.593 1.301 -4.888  0.00
H: 2.761 0.277 -4.147  0.00


ORCA calculation (ωB97M-V/def2-TZVPD) on a single C5H4N2 molecule.

Properties
E_tot (eV): -8225.0035
Energy relative to the best compared isomer or geometry (same formula, charge and spin) (kcal per mole): 103.5
LUMO (alpha / beta) (Eh): -0.021 / -0.021
Kohn-Sham gap (alpha / beta) (eV): 8.784 / 8.784
Charge: 0

Last column: natural (NBO) charge in e.
Cartesian coordinates (Å):
C: 3.102 0.630 0.133  0.05
C: 1.887 0.511 0.462  -0.55
C: 0.559 0.267 0.344  0.34
C: -0.045 -0.935 -0.317  -0.54
C: -1.495 -0.562 -0.341  0.07
N: -1.710 0.609 0.133  -0.20
N: -0.476 1.100 0.537  -0.37
H: 0.452 -0.850 -1.288  0.29
H: 0.211 -1.919 0.080  0.28
H: -2.328 -1.166 -0.685  0.22
H: -0.406 2.071 0.802  0.43


Q: Among the records above, which one has the lowest E_tot?
A: C43H78Cl16F7N2O2


Q: Number 4 is which compound?
A: C24H18FeN16O4S


Repeat the fifth record exactly.
ORCA calculation (ωB97M-V/def2-TZVPD) on a single C5H4N2 molecule.

Properties
E_tot (eV): -8225.0035
Energy relative to the best compared isomer or geometry (same formula, charge and spin) (kcal per mole): 103.5
LUMO (alpha / beta) (Eh): -0.021 / -0.021
Kohn-Sham gap (alpha / beta) (eV): 8.784 / 8.784
Charge: 0

Last column: natural (NBO) charge in e.
Cartesian coordinates (Å):
C: 3.102 0.630 0.133  0.05
C: 1.887 0.511 0.462  -0.55
C: 0.559 0.267 0.344  0.34
C: -0.045 -0.935 -0.317  -0.54
C: -1.495 -0.562 -0.341  0.07
N: -1.710 0.609 0.133  -0.20
N: -0.476 1.100 0.537  -0.37
H: 0.452 -0.850 -1.288  0.29
H: 0.211 -1.919 0.080  0.28
H: -2.328 -1.166 -0.685  0.22
H: -0.406 2.071 0.802  0.43